Entry 1
Here is a 2-piece molecular cluster, C3H7NO5 overall from OMol25. Energies are from wB97M-V/def2-TZVPD.

## Properties
HOMO-LUMO gap (alpha / beta) ... 6.8 / 11.3 eV
Multiplicity ... 1
LUMO energy (alpha / beta) ... -0.973 / 0.756 eV
HOMO energy (alpha / beta) ... -7.810 / -10.583 eV
Net charge ... 0

Structure (XYZ):
```
16
C3H7NO5, DFT wB97M-V/def2-TZVPD
N -4.085 0.565 -3.944
O -4.636 -0.063 -4.671
C 2.076 -0.987 0.867
C 0.999 0.070 1.072
O -0.118 -0.206 0.237
C -1.134 0.763 0.318
O -2.213 0.525 -0.556
O -1.848 0.810 -1.807
O 3.184 -0.770 1.712
H 1.658 -1.982 1.072
H 2.411 -0.970 -0.179
H 0.671 0.085 2.119
H 1.388 1.064 0.823
H -1.528 0.804 1.341
H -0.713 1.732 0.023
H 3.888 -1.439 1.573
```

Need the Mulliken charges? In units of e they are: 0.26 -0.25 -0.43 -0.35 -0.28 -0.16 -0.07 -0.23 -0.53 0.27 0.27 0.31 0.32 0.30 0.27 0.32

---

Entry 2
Here is the molecule C3H7NO5 from OMol25. Energies are from wB97M-V/def2-TZVPD.

## Properties
HOMO-LUMO gap ... 11.6 eV
Multiplicity ... 1
LUMO energy ... 0.575 eV
SMILES ... C[C@@H](O)[C@@H](O)O[N+](=O)[O-]
HOMO energy ... -11.018 eV
Net charge ... 0

Structure (XYZ):
```
16
C3H7NO5, DFT wB97M-V/def2-TZVPD
C 1.409 -1.215 0.184
C 1.076 0.301 0.103
C -0.352 0.625 0.394
N -2.493 -0.380 0.011
O -2.682 -0.094 1.158
O -3.200 -0.725 -0.865
O 1.400 0.783 -1.136
O -0.622 1.931 0.105
O -1.197 -0.228 -0.431
H 1.348 -1.633 -0.735
H 2.473 -1.415 0.576
H 0.724 -1.632 0.839
H 1.657 0.881 0.765
H -0.578 0.364 1.484
H 1.147 0.172 -1.814
H -0.111 2.265 -0.637
```

Need the Mulliken charges? In units of e they are: -1.21 0.02 0.08 1.09 -0.56 -0.58 -0.57 -0.56 -0.28 0.38 0.28 0.37 0.44 0.37 0.35 0.38

---

Entry 3
Here is the molecule C3H7NO5 from OMol25. Energies are from wB97M-V/def2-TZVPD.

## Properties
HOMO-LUMO gap ... 10.5 eV
Multiplicity ... 1
LUMO energy ... 0.491 eV
SMILES ... N[C@@H](C(=O)O)C(O)(O)O
HOMO energy ... -10.055 eV
Net charge ... 0

Structure (XYZ):
```
16
C3H7NO5, DFT wB97M-V/def2-TZVPD
C -1.091 -0.487 0.039
C 0.046 0.313 -0.661
C 1.303 -0.400 -0.186
N -0.105 1.702 -0.286
O -2.286 0.150 -0.023
O -1.206 -1.758 -0.411
O -0.515 -0.465 1.449
O 2.232 0.414 0.315
O 1.488 -1.586 -0.391
H -2.092 1.102 -0.102
H -0.293 -2.128 -0.483
H -1.070 -1.034 1.998
H 3.022 -0.099 0.550
H -0.070 0.193 -1.744
H 0.072 1.799 0.710
H 0.566 2.284 -0.773
```

Need the Mulliken charges? In units of e they are: 0.51 -0.01 0.68 -0.80 -0.56 -0.57 -0.55 -0.45 -0.67 0.39 0.37 0.33 0.38 0.46 0.25 0.25

---

Relative energies with respect to the most stable structure, expressed in kcal/mol: entry 1 188.6; entry 2 120.9; entry 3 0.0.

---

Entry 1
Here is C2H10NO as an isolated structure from OMol25. Energies are from wB97M-V/def2-TZVPD.

## Properties
HOMO-LUMO gap ... 12.3 eV
Multiplicity ... 1
LUMO energy ... -3.492 eV
HOMO energy ... -15.839 eV
Net charge ... +1

Structure (XYZ):
```
14
C2H10NO, DFT wB97M-V/def2-TZVPD
N 1.707 -2.053 -0.679
H 2.573 -1.637 -1.104
H 1.016 -1.111 -0.296
H 2.035 -2.530 0.162
H 1.070 -2.614 -1.240
C -0.385 1.055 0.770
O 0.141 -0.290 0.087
C -1.600 1.743 0.140
H 0.567 1.585 0.709
H -0.761 0.642 1.714
H -0.748 -0.563 -0.202
H -1.794 2.644 0.739
H -2.497 1.115 0.071
H -1.325 2.013 -0.871
```

Need the Mulliken charges? In units of e they are: -0.69 0.37 0.49 0.35 0.34 -0.17 -0.55 -1.11 0.32 0.26 0.31 0.33 0.40 0.35

---

Entry 2
Here is a 2-piece molecular cluster, C2H10NO overall from OMol25. Energies are from wB97M-V/def2-TZVPD.

## Properties
HOMO-LUMO gap ... 11.9 eV
Multiplicity ... 1
LUMO energy ... -3.665 eV
HOMO energy ... -15.607 eV
Net charge ... +1

Structure (XYZ):
```
14
C2H10NO, DFT wB97M-V/def2-TZVPD
N 1.783 1.518 -0.786
H 2.667 1.885 -0.432
H 1.301 0.711 -0.132
H 1.136 2.304 -0.896
H 1.927 1.152 -1.731
C -0.485 -1.227 0.253
O 0.417 -0.130 0.571
C -1.937 -0.790 0.338
H -0.219 -1.471 -0.758
H -0.240 -2.010 0.960
H 0.492 0.000 1.529
H -1.944 0.291 0.437
H -2.487 -1.008 -0.573
H -2.412 -1.225 1.219
```

Need the Mulliken charges? In units of e they are: -0.58 0.37 0.39 0.37 0.38 -0.16 -0.58 -0.94 0.27 0.27 0.30 0.30 0.30 0.31

---

Relative energies with respect to the most stable structure, expressed in kcal/mol: entry 1 17.3; entry 2 0.0.

---

Entry 1
Here is a 2-piece molecular cluster, C2H10NO overall from OMol25. Energies are from wB97M-V/def2-TZVPD.

## Properties
HOMO-LUMO gap ... 12.4 eV
Multiplicity ... 1
LUMO energy ... -3.584 eV
HOMO energy ... -15.981 eV
Net charge ... +1

Structure (XYZ):
```
14
C2H10NO, DFT wB97M-V/def2-TZVPD
O 0.661 -1.630 -1.689
H 0.129 -2.123 -2.402
H -1.749 0.256 -0.136
H 1.344 -2.170 -1.278
C 0.086 1.988 0.745
C 0.262 0.429 0.850
N -0.957 -0.367 0.365
H -1.032 2.253 0.676
H 0.403 2.289 1.810
H 0.497 2.579 -0.065
H 1.158 0.249 0.227
H 0.735 -0.237 1.711
H -0.677 -1.175 -0.261
H -1.475 -0.811 1.097
```

Need the Mulliken charges? In units of e they are: -0.71 0.35 0.40 0.35 -1.01 -0.22 -0.39 0.30 0.26 0.35 0.22 0.39 0.31 0.38

---

Entry 2
Here is a 2-piece molecular cluster, C2H10NO overall from OMol25. Energies are from wB97M-V/def2-TZVPD.

## Properties
HOMO-LUMO gap ... 13.2 eV
Multiplicity ... 1
LUMO energy ... -3.373 eV
HOMO energy ... -16.555 eV
Net charge ... +1

Structure (XYZ):
```
14
C2H10NO, DFT wB97M-V/def2-TZVPD
O 2.661 -0.802 -0.895
H 3.303 -0.072 -0.883
H 1.124 -0.478 -0.110
H 3.278 -1.518 -1.125
C -1.963 0.704 0.512
C -0.884 0.169 -0.367
N 0.340 -0.198 0.513
H -2.617 1.286 -0.151
H -1.741 1.476 1.241
H -2.517 -0.124 0.944
H -0.446 0.926 -1.039
H -1.226 -0.696 -0.916
H 0.007 -1.041 0.991
H 0.681 0.368 1.285
```

Need the Mulliken charges? In units of e they are: -0.69 0.33 0.28 0.33 -1.13 -0.26 -0.30 0.33 0.38 0.36 0.33 0.31 0.39 0.35

---

Entry 3
Here is a 2-piece molecular cluster, C2H10NO overall from OMol25. Energies are from wB97M-V/def2-TZVPD.

## Properties
HOMO-LUMO gap ... 11.1 eV
Multiplicity ... 1
LUMO energy ... -3.480 eV
HOMO energy ... -14.574 eV
Net charge ... +1

Structure (XYZ):
```
14
C2H10NO, DFT wB97M-V/def2-TZVPD
C -1.593 0.158 1.119
O -1.436 -0.689 0.044
H -1.825 -1.592 0.333
H -2.636 0.238 1.420
H -1.366 -0.353 2.136
H -1.244 1.102 0.886
C 2.094 -0.090 -0.878
N 0.909 0.627 -0.402
H 0.408 0.159 0.356
H 1.049 1.577 -0.129
H 0.194 0.681 -1.075
H 2.710 0.056 -1.809
H 1.915 -1.200 -0.992
H 2.923 0.041 -0.117
```

Need the Mulliken charges? In units of e they are: -0.87 -0.54 0.34 0.31 0.33 0.38 -0.80 -0.26 0.43 0.34 0.36 0.34 0.32 0.33

---

Relative energies with respect to the most stable structure, expressed in kcal/mol: entry 1 29.3; entry 2 0.0; entry 3 42.0.

---

Entry 1
Here is an isolated ion of composition C3H8N3O and charge +1 from OMol25. Energies are from wB97M-V/def2-TZVPD.

## Properties
HOMO-LUMO gap ... 10.4 eV
Multiplicity ... 1
LUMO energy ... -3.888 eV
SMILES ... [NH3+][C@H]1CNC(=O)N1
HOMO energy ... -14.272 eV
Net charge ... +1

Structure (XYZ):
```
15
C3H8N3O, DFT wB97M-V/def2-TZVPD
C -1.491 -0.478 -0.799
C 0.168 1.205 -0.324
C 0.159 0.064 0.829
N -0.577 0.451 -1.263
N -1.000 -0.640 0.576
N 1.444 -0.769 0.558
O -2.445 -1.077 -1.348
H -0.461 2.092 0.048
H 1.195 1.359 -0.711
H 0.388 0.471 1.857
H -0.793 1.008 -2.165
H -1.755 -0.775 1.236
H 1.681 -1.444 1.331
H 2.246 -0.128 0.510
H 1.242 -1.339 -0.334
```

Need the Mulliken charges? In units of e they are: 0.32 -0.51 -0.18 -0.23 -0.25 -0.43 -0.53 0.32 0.35 0.46 0.30 0.29 0.37 0.34 0.38

---

Entry 2
Here is a 2-piece molecular cluster, C3H8N3O overall from OMol25. Energies are from wB97M-V/def2-TZVPD.

## Properties
HOMO-LUMO gap ... 11.4 eV
Multiplicity ... 1
LUMO energy ... -3.249 eV
HOMO energy ... -14.605 eV
Net charge ... +1

Structure (XYZ):
```
15
C3H8N3O, DFT wB97M-V/def2-TZVPD
C 2.239 -1.256 0.024
C -3.015 -0.412 -0.016
C 0.933 0.620 0.397
N 1.555 -0.121 -0.373
N -3.823 -1.213 -0.245
N 0.228 1.760 -0.284
O -2.017 0.258 0.019
H 1.979 -2.200 -0.527
H 2.111 -1.508 1.035
H 0.936 0.673 1.579
H 3.399 -1.096 -0.195
H -4.648 -1.700 0.101
H 0.265 2.717 0.162
H 0.688 1.847 -1.338
H -0.829 1.630 -0.339
```

Need the Mulliken charges? In units of e they are: -0.75 0.36 0.02 -0.31 -0.22 -0.37 -0.53 0.28 0.34 0.33 0.26 0.33 0.42 0.44 0.40

---

Relative energies with respect to the most stable structure, expressed in kcal/mol: entry 1 0.0; entry 2 22.6.